Density functional theory data (ωB97M-V with the def2-TZVPD basis set) for a molecular structure, C27H57NO14S6 at a distorted geometry.

```
! RIJCOSX wB97M-V def2-TZVPD def2/J DEFGRID3
* xyz 0 1
C 0.49660 0.21343 0.30873
C 1.59911 0.53581 1.36847
O 2.22085 -0.38051 1.89161
N 1.95573 1.98354 1.49778
H 2.36647 2.48544 0.47277
H 1.08510 2.53007 1.33379
C 2.86619 2.27096 2.66294
H 0.47994 0.59928 -0.71462
H -0.44836 0.48579 0.68182
H 0.73904 -0.71847 -0.04257
H 3.04504 3.41367 2.61901
H 3.70914 1.84480 2.56580
H 2.41118 2.07977 3.54469
O 2.53933 3.24414 -0.57880
H 2.80961 3.80033 -1.34978
C -2.71436 1.82245 -5.66545
C -3.09763 0.23670 -5.66856
C -2.27809 -0.33787 -4.73952
S -2.23337 0.65556 -3.41580
O -0.89560 0.72073 -2.84147
O -3.32632 0.39869 -2.50374
C -2.41522 2.21670 -4.20696
H -3.41368 2.51396 -6.19045
H -1.69203 1.89180 -6.15788
H -3.00996 -0.34383 -6.54755
H -4.01853 0.31015 -5.34142
H -1.26094 -0.56306 -4.92834
H -2.88206 -1.24380 -4.48532
H -1.46498 2.74736 -4.09146
H -3.35227 2.60271 -3.59433
C -5.76563 0.32217 3.28464
C -5.03033 1.72073 3.46428
C -3.76132 1.52703 2.90244
S -4.10678 0.85590 1.32103
O -3.22189 -0.23287 1.08366
O -4.30102 1.87698 0.35237
C -5.71496 0.17623 1.72186
H -6.97870 0.34659 3.65659
H -5.28164 -0.44374 3.78427
H -5.19705 1.97541 4.43984
H -5.70320 2.45825 2.85477
H -2.93648 0.81874 3.55432
H -3.37320 2.51038 2.74018
H -5.69829 -0.86485 1.39889
H -6.62643 0.58916 1.40513
C -2.43594 -4.17689 -1.85544
C -2.25558 -5.35148 -0.95418
C -3.08415 -5.17862 0.14207
S -3.17058 -3.47539 0.39688
O -2.21302 -3.15943 1.45853
O -4.55760 -3.09101 0.58961
C -2.37521 -2.95862 -1.09890
H -3.26011 -3.99748 -2.44750
H -1.78009 -4.13423 -2.60585
H -1.24662 -5.40938 -0.44042
H -2.38301 -6.24133 -1.32799
H -2.61211 -5.63501 1.12991
H -4.23466 -5.30580 0.13465
H -1.45800 -2.34175 -0.67021
H -2.80114 -2.10281 -1.59737
C 5.78985 1.25174 -1.07807
C 6.65649 0.17103 -1.84811
C 5.85729 -0.47349 -2.77778
S 4.29982 -0.97825 -1.91078
O 4.53391 -2.08397 -0.98896
O 3.10198 -0.84388 -2.70219
C 4.41749 0.49673 -0.89243
H 5.60546 1.95808 -1.70221
H 6.17423 1.47195 -0.15570
H 7.13171 -0.51801 -1.12623
H 7.50804 0.46883 -2.38660
H 6.11244 -1.37873 -3.29660
H 5.54915 0.16160 -3.77377
H 4.31175 0.36160 0.11945
H 3.61852 1.02224 -1.20114
C 3.30950 -4.95806 3.52870
C 3.29169 -3.50113 3.53459
C 4.53424 -3.13111 3.76606
S 5.04208 -4.20452 5.17806
O 4.69879 -3.67772 6.50550
O 6.43166 -4.54428 4.98462
C 3.96917 -5.61242 4.76302
H 3.70022 -5.46096 2.74050
H 2.28752 -5.38744 3.75683
H 2.52235 -3.08577 4.17263
H 3.05741 -2.81405 2.66718
H 4.82139 -2.17000 3.92115
H 5.31009 -3.33244 3.00893
H 3.42409 -5.64895 5.50255
H 4.61693 -6.39625 4.45617
C -1.02536 6.18501 -1.06646
C -1.79882 5.14437 -1.90075
C -1.78777 3.89759 -1.18050
S -1.19923 4.13322 0.39162
O -0.49861 2.99057 0.79349
O -2.18551 4.64114 1.22972
C -0.07434 5.43703 -0.12721
H -1.84963 6.63457 -0.50509
H -0.63067 6.87825 -1.46625
H -1.38042 5.20161 -2.87404
H -2.95458 5.27814 -2.26109
H -0.92535 3.12831 -1.57690
H -2.73919 3.43687 -1.16623
H 0.78881 4.89169 -0.49984
H 0.32023 5.86605 0.74273
*
```

Its LUMO energy is 0.134 eV. The calculation puts the molar mass at 812.1 g mol⁻¹. As for the electronic energy: -124071.98779 eV.

Density functional theory data (ωB97M-V with the def2-TZVPD basis set) for 9 unconnected molecules or ions with the total composition C27H58Cl16IN2O5P2 at a distorted geometry.

```
! RIJCOSX wB97M-V def2-TZVPD def2/J DEFGRID3
* xyz -1 1
C -0.08108 -3.00037 4.84778
C -0.32932 -1.37762 4.86356
C 0.30731 -0.57019 3.57978
N 0.13298 -1.21374 2.24175
P -1.50617 -1.25160 1.59510
C -1.84559 0.66215 1.58679
C -2.83282 0.95439 3.04714
C -4.30819 1.79983 2.73884
O -4.18790 0.19613 3.10625
O -3.08960 -1.48744 0.82947
C -3.09391 -1.37833 -0.66341
N -4.03272 -0.36923 -1.30018
C -1.51681 -1.43943 -1.17373
C -1.23516 -2.74652 -2.12219
C -1.03187 -4.16229 -1.30173
C 0.40656 -4.27901 -0.51730
O -2.15754 -4.50652 -0.40306
P -0.89918 0.01063 -2.32099
O -1.44673 1.56419 -1.65396
I -1.84345 -0.20590 -4.60451
O -0.67508 -1.20529 0.02491
H 0.50142 -3.38278 3.89330
H 0.48179 -3.27682 5.84607
H -1.16268 -3.49541 4.95019
H -1.48888 -1.15311 5.03397
H 0.20735 -0.95872 5.84346
H -0.03509 0.54402 3.67933
H 1.48514 -0.55073 3.78556
H 0.84053 -0.93300 1.52910
H -2.22827 -1.50914 2.84900
H -1.29366 -2.69492 1.43674
H -0.87485 1.30180 1.72804
H -2.53804 0.99572 0.70559
H -2.21532 1.22111 4.10817
H -5.33699 1.65059 3.23694
H -3.95780 2.53580 3.61458
H -3.51111 -2.39702 -1.12250
H -3.88633 -0.42911 -2.33177
H -3.80158 0.61509 -1.03986
H -2.07205 -2.81215 -2.96846
H -0.22556 -2.53521 -2.71234
H -1.02514 -5.01624 -2.13617
H 1.11107 -4.97676 -1.17811
H 0.33419 -4.83946 0.53325
H 0.97237 -3.24387 -0.40128
H -1.84459 -4.71119 0.52627
H -1.09568 2.26822 -2.27866
Cl -7.86410 -0.76980 -1.05964
C -7.03374 -0.44610 0.48289
C -8.00674 -0.32259 1.64424
Cl -9.00933 1.14534 1.52931
H -6.43397 0.46134 0.36115
H -6.35165 -1.28358 0.65654
H -7.45454 -0.25501 2.58626
H -8.67563 -1.18698 1.70343
Cl 0.93266 3.11362 1.30997
C 0.40454 4.10880 -0.07003
C -0.07284 5.48529 0.36368
Cl -1.59800 5.41077 1.28103
H -0.37798 3.56034 -0.60374
H 1.26607 4.20696 -0.73703
H -0.26348 6.10692 -0.51617
H 0.67218 5.99339 0.98406
Cl 2.49788 9.16881 1.46995
C 3.34462 8.31270 2.78289
C 4.23391 7.19593 2.26069
Cl 3.29066 5.84601 1.58158
H 2.59195 7.93517 3.48214
H 3.95140 9.05753 3.30616
H 4.83175 6.78345 3.07882
H 4.91911 7.55494 1.48628
Cl 3.89581 -3.31767 -3.01180
C 4.72617 -2.99397 -1.46927
C 3.75317 -2.87046 -0.30792
Cl 2.75058 -1.40253 -0.42285
H 5.32594 -2.08653 -1.59101
H 5.40826 -3.83145 -1.29561
H 4.30537 -2.80288 0.63410
H 3.08428 -3.73484 -0.24873
Cl 2.87414 2.68251 3.67141
C 4.13315 2.24068 4.85181
C 4.07210 0.77060 5.23372
Cl 2.61791 0.38240 6.18652
H 4.02075 2.88940 5.72618
H 5.09682 2.46392 4.38462
H 4.93492 0.51166 5.85450
H 4.08221 0.12392 4.35066
Cl 2.33000 1.07392 -4.88078
C 3.06985 2.42429 -3.98479
C 2.33462 2.72508 -2.68876
Cl 0.71463 3.40771 -2.97658
H 3.09503 3.29633 -4.64577
H 4.10157 2.13222 -3.76800
H 2.89161 3.46705 -2.10898
H 2.22048 1.82776 -2.07242
Cl 8.68900 -4.94794 -6.02988
C 7.12797 -4.13501 -5.75415
C 7.27447 -2.88273 -4.90501
Cl 7.71834 -3.25908 -3.22140
H 6.44643 -4.85702 -5.29352
H 6.73008 -3.87235 -6.73876
H 6.32233 -2.34517 -4.86804
H 8.03167 -2.20555 -5.31264
Cl -4.45362 -1.71062 -6.90241
C -5.97578 -1.94328 -6.00653
C -5.75374 -2.01005 -4.50421
Cl -4.88937 -3.48931 -4.01652
H -6.45582 -2.85165 -6.38391
H -6.61908 -1.09262 -6.25003
H -6.71729 -2.02190 -3.98620
H -5.18367 -1.14860 -4.14227
*
```

Its LUMO energy is 1.575 eV. The calculation puts the molar mass at 1246.9 g mol⁻¹. As for the electronic energy: -269186.45874 eV.

Density functional theory data (ωB97M-V with the def2-TZVPD basis set) for 8 unconnected molecules or ions with the total composition C27H58Cl2IN8O11P at a distorted geometry.

```
! RIJCOSX wB97M-V def2-TZVPD def2/J DEFGRID3
* xyz 0 1
O -2.36896 3.04892 1.71961
C -3.00747 2.11479 1.39763
I -4.65370 1.43699 2.60539
C -2.71105 1.22115 0.21148
O -2.67243 2.03208 -0.95816
C -1.82012 1.51055 -1.88880
O -0.65007 1.40523 -1.64844
N -2.37207 1.15097 -3.10275
C -1.54817 0.08912 -3.75071
C -1.37281 -1.14937 -2.89124
C -2.63900 -1.97216 -2.63974
Cl -3.10981 -1.99900 -0.91177
P -4.03334 1.18847 -3.59401
O -4.36064 2.76885 -3.31852
Cl -5.11861 0.47272 -1.98270
H -1.72081 0.79661 0.42353
H -3.43149 0.41168 0.10885
H -0.56773 0.53381 -3.92734
H -1.98319 -0.13969 -4.72684
H -0.66673 -1.80893 -3.40362
H -0.87805 -0.89082 -1.95576
H -3.51204 -1.60739 -3.18352
H -2.43592 -3.00464 -2.91385
H -4.45015 3.21905 -4.16864
C -0.07766 6.64353 -0.85623
N -0.51851 6.94683 -2.20095
C -1.26372 6.16913 -3.03345
C -1.69493 4.82097 -2.51062
O -1.56207 6.55920 -4.15077
H -0.46616 7.37139 -0.14118
H 1.01195 6.64753 -0.78892
H -0.43034 5.65977 -0.56244
H -0.25893 7.83480 -2.60093
H -2.27263 4.32522 -3.28161
H -0.82953 4.20347 -2.26376
H -2.31873 4.91970 -1.62171
C 0.35946 -1.52905 3.27996
N 0.38621 -1.46076 1.83505
C 0.22560 -2.46892 0.92975
C -0.01910 -3.86175 1.46257
O 0.24897 -2.23664 -0.26413
H -0.44042 -0.90374 3.68013
H 1.30111 -1.17636 3.70609
H 0.20451 -2.55026 3.61518
H 0.51524 -0.55428 1.40943
H -0.14112 -4.51732 0.60460
H 0.81969 -4.20545 2.06980
H -0.92319 -3.89316 2.07248
C -5.05703 -6.37732 -1.86635
N -3.86683 -5.55911 -1.92930
C -2.57924 -5.95988 -2.10401
C -2.32426 -7.44490 -2.24689
O -1.67041 -5.14796 -2.14376
H -5.76013 -6.11069 -2.65784
H -5.56688 -6.25508 -0.90884
H -4.79689 -7.42491 -1.98178
H -3.97204 -4.55942 -1.83086
H -1.25550 -7.58415 -2.37724
H -2.65134 -7.98949 -1.36026
H -2.84731 -7.85360 -3.11234
C 0.30209 2.48899 6.62795
N 0.53557 1.59208 5.51719
C 0.38671 1.84267 4.18833
C -0.07945 3.22519 3.78939
O 0.62160 0.97168 3.36358
H 1.21235 2.63947 7.21129
H -0.46887 2.09824 7.29439
H -0.02797 3.45502 6.25980
H 0.84561 0.65437 5.71930
H -0.14836 3.25395 2.70769
H -1.06141 3.44551 4.20833
H 0.62463 3.98807 4.12540
C -3.67356 0.23836 -9.66091
N -3.44299 0.10285 -8.23804
C -4.11878 -0.66767 -7.34641
C -5.26500 -1.50212 -7.87060
O -3.80934 -0.67599 -6.16605
H -2.79483 -0.06716 -10.23103
H -3.90895 1.27090 -9.92351
H -4.50778 -0.38697 -9.96256
H -2.69010 0.63402 -7.82859
H -5.68827 -2.04572 -7.03172
H -6.03755 -0.87543 -8.31750
H -4.92193 -2.21336 -8.62281
C 3.30238 1.28580 2.21631
N 3.71307 -0.06677 2.52617
C 4.95571 -0.52650 2.83986
C 6.08307 0.47828 2.88337
O 5.13195 -1.71047 3.08193
H 2.54479 1.64184 2.91820
H 2.88147 1.34904 1.21062
H 4.15792 1.95219 2.26889
H 3.01255 -0.79203 2.50289
H 7.00098 -0.03779 3.14221
H 6.20766 0.96794 1.91620
H 5.88355 1.24520 3.63449
C 8.97186 0.47757 7.75295
N 8.97783 0.62310 6.31397
C 8.81333 -0.34417 5.37109
C 8.59057 -1.76041 5.84880
O 8.83743 -0.06772 4.18386
H 8.17690 1.07279 8.20604
H 9.92290 0.79407 8.18530
H 8.80863 -0.56213 8.01830
H 9.12100 1.54318 5.92781
H 8.47033 -2.38854 4.97180
H 9.43736 -2.11591 6.43750
H 7.68985 -1.83182 6.45958
*
```

Its LUMO energy is 0.386 eV. As for the SMILES: O=C(I)COC(=O)N(CCCCl)P(O)Cl.CNC(C)=O.CNC(C)=O.CNC(C)=O.CNC(C)=O.CNC(C)=O.CNC(C)=O.CNC(C)=O. The calculation puts the molar mass at 899.6 g mol⁻¹. As for the electronic energy: -105821.62959 eV.

Density functional theory data (ωB97M-V with the def2-TZVPD basis set) for a molecular structure, C27H58CsLiO23 at a distorted geometry.

```
! RIJCOSX wB97M-V def2-TZVPD def2/J DEFGRID3
* xyz -2 1
Li -6.92193 -3.95765 2.39254
Cs -5.42101 -5.87166 -4.58545
C -10.31531 1.84546 0.27120
C -11.02366 2.80665 0.90906
C -10.86860 3.06962 2.41389
O -11.40060 4.03125 3.05599
C -10.00954 2.32403 3.16525
C -9.37425 1.16389 2.62191
C -9.44889 1.01494 1.05201
O -8.82819 0.05795 0.50985
O -8.72197 0.36240 3.29927
O -11.92365 3.36147 0.14275
H -10.44113 1.55504 -0.76139
H -9.85439 2.49702 4.21995
C 0.36868 -1.02848 0.11998
C 0.52951 -0.36506 1.28823
C -0.27370 -0.74908 2.53360
O -0.17547 -0.19608 3.71785
C -1.15110 -1.80691 2.54633
C -1.45535 -2.51935 1.28465
C -0.54185 -2.13481 0.02942
O -0.61110 -2.83857 -1.01126
O -2.31459 -3.43227 1.17286
O 1.27084 0.67545 1.24671
H 0.84399 -0.68091 -0.78539
H -1.75593 -2.16619 3.36578
C 2.58327 -12.64496 -0.98547
O 2.90187 -11.43369 -0.36287
C 1.93152 -11.13560 0.62877
C 2.17971 -9.64815 1.01048
O 3.47202 -9.47844 1.66595
C 3.68561 -8.08431 1.86125
H 2.93407 -13.56417 -0.51633
H 3.04326 -12.76167 -1.96674
H 1.49902 -12.68351 -1.09047
H 2.10337 -11.72470 1.52961
H 0.91774 -11.26066 0.24837
H 1.42571 -9.37407 1.74835
H 2.05238 -8.95692 0.17736
H 4.67908 -7.89415 2.26741
H 3.03846 -7.69858 2.64897
H 3.75466 -7.41843 1.00106
C -3.18580 4.64072 -9.74471
O -2.73904 5.87718 -9.08926
C -1.41894 6.36662 -9.41084
C -0.38376 5.58253 -8.61600
O -0.35022 6.05621 -7.34713
C 0.30767 5.26689 -6.40062
H -4.01868 4.15591 -9.23543
H -2.39017 3.90151 -9.65172
H -3.52363 4.77281 -10.77258
H -1.28798 7.41607 -9.14702
H -1.27466 6.31694 -10.49010
H 0.58319 5.70731 -9.10339
H -0.50034 4.50032 -8.67384
H 0.30198 5.82189 -5.46252
H 1.35069 5.18635 -6.70677
H -0.20883 4.31766 -6.25821
C 4.06319 9.43828 4.44060
O 3.01982 8.80792 3.74303
C 1.91146 9.70049 3.48798
C 0.74813 8.95201 2.94981
O 0.29883 8.00640 3.93801
C -0.70643 7.19545 3.23725
H 4.41039 10.34411 3.94358
H 4.97357 8.85110 4.56120
H 3.65279 9.80294 5.38223
H 2.22769 10.53304 2.85952
H 1.61129 10.18174 4.41878
H 1.08928 8.40988 2.06787
H -0.15983 9.50380 2.70647
H -1.49095 7.86685 2.88816
H -1.19322 6.49591 3.91678
H -0.30718 6.69379 2.35575
O 2.21905 -3.40472 8.76717
H 1.43562 -3.42827 8.21770
H 2.20998 -4.24034 9.23397
O -6.43306 -5.68688 6.02685
H -6.88025 -5.54582 6.86132
H -5.50260 -5.60632 6.23658
O -2.37861 -1.15414 -6.76930
H -1.68574 -1.25942 -6.11733
H -3.09663 -0.73891 -6.29152
O -2.76735 -4.90780 9.00583
H -3.39940 -4.43754 9.54952
H -2.16366 -5.30824 9.63147
O -4.72811 -9.79863 0.69375
H -4.48954 -8.87515 0.77431
H -4.94227 -10.06993 1.58637
O 4.32587 4.40188 4.87419
H 4.29411 5.27390 4.48072
H 4.00575 3.81693 4.18746
C 8.49133 6.71273 -0.13795
O 7.98538 5.44943 0.39054
H 9.45320 6.43504 -0.56898
H 7.81857 7.01771 -0.93949
H 8.50840 7.51516 0.59955
H 7.03245 5.43903 0.50643
C 7.84862 -1.56605 -0.55350
O 8.92260 -1.30009 0.32981
H 6.91801 -1.41499 -0.00647
H 7.81729 -0.80430 -1.33251
H 7.85064 -2.57764 -0.95944
H 9.65602 -1.30437 -0.28961
C 4.25681 -4.32442 -5.64611
O 3.57277 -5.36924 -5.00875
H 4.66802 -4.59503 -6.61861
H 3.66367 -3.41392 -5.73146
H 5.01801 -3.84462 -5.03090
H 2.70184 -5.01223 -4.82003
*
```

Its LUMO energy is 0.463 eV. The calculation puts the molar mass at 890.6 g mol⁻¹. As for the electronic energy: -76769.71410 eV.

> Which of these has the lowest electronic energy?

C27H58Cl16IN2O5P2

> Number 3 is which compound?

C27H58Cl2IN8O11P

> The highest electronic energy belongs to which entry?

C27H58CsLiO23